No. 1
DFT (ωB97M-V with the def2-TZVPD basis set) results for a molecular structure, C19H31Cl2N7O4SY in a non-equilibrium geometry.

Output
total charge	+1
multiplicity	1
gap between HOMO and LUMO	7.71	eV
relative energy (zero: lowest compared OMol25 entry of this formula, charge and spin)	3.8	kcal/mol
maximum force	3.31	eV/A
total energy	-2783.437767	a.u.

Each line ends with the Mulliken charge.
Cartesian coordinates (Å):
Y -1.118 -2.073 0.641  0.3283
C -0.267 1.719 3.748  -1.9551
C -0.553 0.756 2.599  1.0738
N -0.091 -0.411 2.388  0.6361
C 1.047 -0.954 3.220  -0.6772
C 1.223 -2.448 3.048  -1.6053
N 1.003 -3.007 1.694  0.0122
C 2.157 -2.930 0.795  -0.8628
C 2.226 -1.659 -0.099  -0.7420
N 0.934 -1.359 -0.782  0.3788
C 0.746 -1.974 -2.150  -0.7513
C -0.737 -1.737 -2.666  -0.7839
N -1.445 -1.018 -1.663  0.1500
C -2.011 0.112 -1.837  0.6664
C -2.216 0.839 -3.146  -1.9954
C -2.345 0.889 -0.584  0.4175
C -3.118 2.036 -0.529  -0.7671
C -3.100 2.800 0.620  -1.0388
C -2.187 2.479 1.651  -1.0803
C -1.489 1.301 1.555  -0.1212
N -1.617 0.502 0.493  1.2253
H -0.863 1.348 4.585  0.3492
H -0.507 2.766 3.530  0.5391
H 0.775 1.607 4.003  0.4513
H 0.872 -0.702 4.269  0.6505
H 1.961 -0.473 2.891  0.4425
H 0.590 -2.936 3.789  0.5157
H 2.223 -2.667 3.431  0.3704
H 0.769 -3.987 1.837  0.3239
H 2.061 -3.761 0.061  0.3692
H 3.106 -3.056 1.301  0.5111
H 3.045 -1.778 -0.805  0.5084
H 2.488 -0.741 0.472  0.1968
H 0.881 -0.358 -0.885  -0.1017
H 0.952 -3.063 -2.093  0.3392
H 1.424 -1.517 -2.862  0.5859
H -1.201 -2.694 -2.857  0.2782
H -0.696 -1.142 -3.570  0.4082
H -2.020 0.133 -3.946  0.5077
H -1.488 1.635 -3.215  0.3051
H -3.220 1.218 -3.304  0.4744
H -3.702 2.337 -1.373  0.4271
H -3.600 3.747 0.601  0.4351
H -2.139 3.112 2.504  0.4858
Cl -1.998 -3.059 3.032  -0.2373
C -3.249 -1.971 2.013  -0.5432
H -3.515 -1.194 2.752  0.2931
H -4.196 -2.671 2.028  0.3317
O -1.695 -4.992 -2.171  -0.6331
Cl -1.712 -4.751 -0.785  1.8937
O -0.419 -4.161 -0.358  -0.7162
O -2.001 -5.870 -0.013  -0.5989
O -2.608 -3.617 -0.537  -0.7296
S 1.149 2.148 -0.301  -0.1183
C 2.058 3.218 -1.238  -0.2298
N 1.934 3.446 -2.547  -0.0412
C 2.879 4.406 -3.076  -0.4313
C 3.470 4.945 -1.814  -0.4801
N 3.073 4.038 -0.759  -0.1642
H 1.275 2.884 -3.057  0.1474
H 2.392 5.200 -3.660  0.3021
H 3.656 3.934 -3.661  0.2737
H 3.106 5.987 -1.585  0.2676
H 4.577 4.988 -1.863  0.2766
H 3.071 4.200 0.239  0.2567

Forces on atoms 1 to 2 (eV/Å):
-0.3 0.7 0.1
0.1 -1.1 -0.5



No. 2
DFT (ωB97M-V with the def2-TZVPD basis set) results for 12 unconnected molecules or ions with the total composition C15H33Cl22NO in a non-equilibrium geometry.

Output
total charge	0
multiplicity	1
gap between HOMO and LUMO	9.48	eV
relative energy (zero: lowest compared OMol25 entry of this formula, charge and spin)	3.8	kcal/mol
maximum force	1.39	eV/A
total energy	-10845.486696	a.u.
SMILES	COC[C@H](C)N.ClCCl.ClCCl.ClCCl.ClCCl.ClCCl.ClCCl.ClCCl.ClCCl.ClCCl.ClCCl.ClCCl

Each line ends with the Mulliken charge.
Cartesian coordinates (Å):
C 1.461 2.807 1.252  -0.8749
O 0.311 2.109 0.838  -0.1104
C -0.686 2.988 0.367  -0.8874
C -1.515 3.540 1.559  0.9937
C -2.629 2.531 1.965  -0.1679
N -2.079 4.873 1.296  -0.6929
H 2.105 3.122 0.415  0.2664
H 1.248 3.680 1.889  0.3609
H 2.055 2.111 1.863  0.2498
H -1.391 2.409 -0.255  0.4009
H -0.300 3.789 -0.286  0.2764
H -0.832 3.628 2.417  -0.0457
H -3.218 2.152 1.115  0.1249
H -3.256 2.990 2.743  -0.2776
H -2.124 1.661 2.424  -0.1449
H -2.772 5.045 2.006  0.2688
H -2.482 4.942 0.372  0.1524
Cl -5.109 2.977 -0.317  -0.1162
C -5.123 4.663 -0.846  -0.1476
Cl -3.898 4.963 -2.085  -0.1726
H -6.101 4.894 -1.256  0.3566
H -4.919 5.298 0.010  0.0961
Cl 0.102 0.042 3.239  -0.1590
C -0.002 -0.665 1.624  -0.0768
Cl -1.559 -1.461 1.368  -0.1922
H 0.110 0.129 0.892  -0.0043
H 0.791 -1.396 1.506  0.4496
Cl -3.431 -1.324 -2.812  -0.1854
C -1.884 -2.169 -2.635  -0.3827
Cl -0.635 -1.102 -1.987  -0.0677
H -2.018 -3.002 -1.957  0.3913
H -1.567 -2.526 -3.605  0.2454
Cl -5.246 5.542 3.243  -0.1632
C -5.542 4.039 4.122  -0.2981
Cl -4.303 3.777 5.354  -0.1381
H -6.513 4.083 4.604  0.3676
H -5.515 3.219 3.411  0.2301
Cl -3.279 -5.095 -4.167  -0.1370
C -1.732 -5.932 -3.984  -0.2621
Cl -0.489 -4.855 -3.335  -0.1210
H -1.862 -6.766 -3.303  0.2827
H -1.410 -6.291 -4.956  0.2795
Cl 0.283 -0.925 -5.261  -0.1505
C -1.073 0.211 -5.322  0.0820
Cl -1.565 0.545 -6.987  -0.1737
H -1.914 -0.217 -4.788  -0.0722
H -0.770 1.141 -4.853  0.3028
Cl 4.053 -2.914 -5.575  -0.1622
C 3.639 -1.397 -6.380  0.0188
Cl 4.437 -1.261 -7.952  -0.1678
H 2.565 -1.360 -6.529  0.0103
H 3.955 -0.569 -5.754  0.2964
Cl 2.851 -2.942 4.301  -0.1802
C 1.727 -2.580 5.618  0.4387
Cl 2.580 -2.346 7.152  -0.1869
H 1.185 -1.676 5.372  -0.3719
H 1.036 -3.410 5.725  0.3082
Cl 6.382 -6.403 5.599  -0.1584
C 6.216 -4.709 5.123  0.0593
Cl 7.463 -4.237 3.963  -0.1573
H 5.242 -4.567 4.667  0.0037
H 6.305 -4.086 6.006  0.2547
Cl 0.265 -0.018 7.171  -0.0995
C -1.113 1.089 7.130  -0.4699
Cl -1.639 1.371 5.469  -0.0153
H -1.932 0.652 7.691  0.3134
H -0.820 2.034 7.575  0.3125
Cl 8.539 -3.752 -9.992  -0.1639
C 7.408 -3.405 -8.677  -0.0560
Cl 8.245 -3.239 -7.130  -0.1489
H 6.891 -2.478 -8.895  0.0979
H 6.695 -4.218 -8.604  0.2688

Forces on atoms 1 to 2 (eV/Å):
1.0 -0.3 0.6
0.1 0.7 -0.5



No. 3
DFT (ωB97M-V with the def2-TZVPD basis set) results for a molecular structure, C42H39B2F9N11O5S2Ti in a non-equilibrium geometry.

Output
total charge	+1
multiplicity	3
gap between HOMO and LUMO (spin up / spin down)	6.78 / 5.04	eV
relative energy (zero: lowest compared OMol25 entry of this formula, charge and spin)	9.5	kcal/mol
maximum force	2.00	eV/A
total energy	-5196.858540	a.u.

Each line ends with the Mulliken charge.
Cartesian coordinates (Å):
Ti 0.724 0.711 1.030  -1.5384
C 1.619 2.057 5.134  -2.0739
C 1.439 1.348 3.841  0.0807
N 0.744 1.795 2.864  1.4121
O 0.311 3.057 2.967  -0.7221
B -1.087 3.381 2.465  1.0408
F -1.068 4.687 2.071  -0.3832
F -1.985 3.085 3.477  -0.3059
O -1.418 2.561 1.226  -0.7182
N -1.154 1.233 1.360  1.3744
C -1.970 0.415 1.925  0.2406
C -3.296 0.759 2.489  -2.1146
C -1.416 -0.955 1.955  0.3735
N -0.270 -1.052 1.366  2.2635
O 0.239 -2.300 1.242  -0.5608
B 1.439 -2.556 2.100  0.5540
F 1.996 -3.740 1.739  -0.3228
F 1.029 -2.493 3.442  -0.4242
O 2.493 -1.455 1.864  -0.7454
N 1.986 -0.261 2.285  1.1785
C 2.103 0.065 3.523  0.9728
C 2.861 -0.698 4.543  -2.2112
C -2.130 -2.082 2.608  -1.8464
H 0.887 2.854 5.224  0.4417
H 2.620 2.490 5.198  0.3339
H 1.509 1.354 5.961  0.4925
H -3.226 0.825 3.578  0.3345
H -4.022 -0.016 2.236  0.5132
H -3.623 1.727 2.123  0.3952
H 3.408 -1.512 4.082  0.3756
H 2.168 -1.125 5.270  0.3367
H 3.546 -0.031 5.072  0.5944
H -2.975 -2.398 1.989  0.1810
H -2.523 -1.762 3.576  0.4475
H -1.455 -2.918 2.746  0.3704
N 2.710 0.970 -1.732  -0.1034
C 1.466 1.443 -2.022  0.2814
C 1.278 2.104 -3.246  -1.1762
C 0.042 2.585 -3.584  -0.7442
C -1.017 2.399 -2.696  -1.5198
C -0.764 1.765 -1.514  -0.4762
N 0.453 1.299 -1.124  1.8384
H 3.356 0.945 -2.503  0.3139
H 2.744 0.156 -1.141  -0.0815
H 2.121 2.210 -3.917  0.4592
H -0.110 3.081 -4.535  0.4862
H -2.015 2.747 -2.920  0.5825
H -1.575 1.602 -0.829  0.5727
F -7.954 -1.130 -3.509  -0.2633
C -6.769 -1.142 -2.946  0.7407
C -6.658 -1.416 -1.586  0.0795
F -7.749 -1.662 -0.875  -0.2664
C -5.417 -1.424 -1.001  0.0543
F -5.337 -1.685 0.293  -0.2663
C -4.243 -1.155 -1.740  -0.0248
S -2.716 -1.144 -1.013  0.6110
C -4.404 -0.883 -3.119  -0.1965
F -3.346 -0.620 -3.866  -0.2582
C -5.640 -0.872 -3.714  0.0022
F -5.775 -0.596 -5.002  -0.2680
S 4.786 5.929 1.337  -0.1710
C 3.759 4.511 1.094  0.5552
C 2.407 4.599 0.789  -1.1992
C 1.685 3.438 0.615  0.0217
N 2.209 2.211 0.776  1.1353
C 3.520 2.132 1.053  -0.6595
C 4.324 3.238 1.194  -1.3150
C 3.642 6.989 2.211  0.1014
C 2.934 7.982 1.559  -0.0508
C 2.055 8.756 2.311  -0.3651
N 1.870 8.594 3.618  -0.5634
C 2.568 7.638 4.233  -0.4876
C 3.467 6.809 3.576  -0.0471
H 1.900 5.550 0.703  0.5364
H 0.641 3.503 0.342  0.2775
H 3.929 1.139 1.179  0.5094
H 5.378 3.119 1.411  0.5006
H 3.059 8.158 0.498  0.4502
H 1.477 9.542 1.838  0.3751
H 2.405 7.536 5.300  0.3884
H 4.021 6.047 4.110  0.4412
C -1.686 -7.528 -0.561  -1.5314
C -1.368 -6.675 -1.765  0.6552
C -1.715 -5.334 -1.824  -0.6618
C -1.432 -4.549 -2.937  0.0329
C -0.774 -5.102 -4.027  0.2133
N -0.467 -4.381 -5.214  0.0113
C -0.529 -3.031 -5.453  0.2364
O -0.795 -2.568 -6.542  -0.6662
N -0.277 -2.207 -4.360  0.1013
C 0.633 -2.388 -3.310  -0.3525
C 1.636 -3.349 -3.272  -0.4658
C 2.471 -3.377 -2.167  -1.6445
C 2.309 -2.448 -1.152  -0.2809
N 1.349 -1.518 -1.184  0.5533
C 0.535 -1.515 -2.234  -0.2625
C -0.417 -6.446 -3.980  -0.7116
C -0.716 -7.217 -2.869  -0.6649
H -2.244 -6.966 0.189  0.3239
H -0.772 -7.900 -0.095  0.3390
H -2.281 -8.397 -0.847  0.3809
H -2.236 -4.884 -0.985  0.2613
H -1.744 -3.512 -2.953  0.5244
H -0.444 -4.919 -6.065  0.2616
H -0.636 -1.274 -4.487  0.1630
H 1.778 -4.043 -4.089  0.6067
H 3.255 -4.118 -2.092  0.4446
H 2.954 -2.459 -0.283  0.4832
H -0.268 -0.785 -2.237  0.6601
H 0.100 -6.889 -4.825  0.4196
H -0.436 -8.265 -2.859  0.4185

Forces on atoms 1 to 2 (eV/Å):
0.8 0.5 -1.8
0.1 -0.1 0.1



No. 4
DFT (ωB97M-V with the def2-TZVPD basis set) results for a molecular structure, C34H39ClGaO16.

Output
total charge	-1
multiplicity	1
gap between HOMO and LUMO	4.94	eV
maximum force	0.37	eV/A
total energy	-4907.792750	a.u.

Each line ends with the Mulliken charge.
Cartesian coordinates (Å):
C 3.648 0.341 0.248  -1.0923
C 3.294 1.734 -0.283  -0.7636
C 1.800 2.066 -0.191  1.3114
C 1.479 3.560 0.019  -1.2076
C 0.396 4.132 -0.914  -0.6788
C -0.984 4.358 -0.283  -0.7870
C -1.762 3.077 0.041  -0.4458
Ga -1.341 1.945 1.703  0.6003
C -1.383 -0.079 1.348  -1.3502
C -0.400 -0.664 0.323  1.2205
C -0.923 -0.449 -1.086  -0.1247
Cl 0.396 -0.462 -2.340  -0.3138
H 3.503 -0.439 -0.506  0.1741
H 4.688 0.280 0.584  0.4888
H 3.011 0.077 1.099  0.2440
H 3.622 1.803 -1.328  0.1961
H 3.868 2.496 0.257  0.4510
H 1.291 1.724 -1.099  -0.2005
H 1.351 1.494 0.626  -0.5957
H 1.151 3.697 1.055  0.3186
H 2.399 4.146 -0.100  0.4831
H 0.738 5.085 -1.337  0.3455
H 0.270 3.453 -1.769  0.2982
H -0.871 4.962 0.629  0.2122
H -1.552 4.987 -0.987  0.4068
H -1.788 2.470 -0.877  0.1317
H -2.807 3.355 0.230  0.4091
H 0.067 2.288 2.427  -0.3473
H -2.532 2.205 2.799  -0.4976
H -1.183 -0.531 2.329  0.4349
H -2.403 -0.395 1.081  0.3328
H -0.269 -1.748 0.459  -0.1750
H 0.597 -0.225 0.424  -0.6344
H -1.419 0.512 -1.177  -0.2670
H -1.607 -1.233 -1.403  0.4624
C -4.453 -0.520 -6.636  -1.0220
C -4.420 -0.864 -5.340  0.2539
C -3.353 -0.353 -4.375  1.1508
O -3.461 -0.753 -3.230  -0.6387
C -2.327 0.534 -4.866  -0.7953
C -2.362 0.873 -6.163  0.2714
C -3.430 0.369 -7.124  1.0050
O -3.340 0.765 -8.275  -0.6595
O -1.484 1.676 -6.746  -0.5832
O -5.291 -1.669 -4.756  -0.6098
H -5.207 -0.877 -7.322  0.4227
H -1.561 0.879 -4.184  0.4310
H -1.771 1.737 -7.681  0.3722
H -5.001 -1.715 -3.818  0.3965
C -4.691 6.390 1.606  -1.1399
C -5.725 7.126 2.033  0.4341
C -6.180 7.154 3.485  1.1096
O -7.133 7.886 3.722  -0.6833
C -5.502 6.340 4.454  -0.9813
C -4.468 5.586 4.034  0.2704
C -3.975 5.603 2.588  0.8318
O -2.998 4.919 2.384  -0.3585
O -3.781 4.766 4.798  -0.5964
O -6.463 7.910 1.253  -0.6089
H -4.355 6.370 0.579  0.5130
H -5.853 6.341 5.476  0.4311
H -3.128 4.318 4.206  0.3570
H -7.125 8.306 1.860  0.3725
C 2.074 -4.519 2.529  -0.7730
C 1.551 -5.699 2.889  0.3112
C 0.558 -6.460 2.020  1.1482
O 0.185 -7.533 2.472  -0.6828
C 0.135 -5.889 0.773  -0.8691
C 0.656 -4.706 0.405  0.3009
C 1.690 -3.973 1.252  0.9326
O 2.143 -2.953 0.760  -0.7868
O 0.352 -4.085 -0.716  -0.6554
O 1.837 -6.333 4.015  -0.6245
H 2.779 -3.972 3.140  0.5437
H -0.583 -6.425 0.168  0.4540
H 0.859 -3.244 -0.729  0.2487
H 1.304 -7.157 3.980  0.3812
C 6.997 -4.168 1.218  -0.8701
C 5.694 -4.197 0.874  0.2639
C 4.976 -5.504 0.546  0.9654
O 3.806 -5.430 0.224  -0.4956
C 5.709 -6.748 0.638  -1.1943
C 7.002 -6.706 0.986  0.3177
C 7.724 -5.403 1.295  1.1542
O 8.902 -5.516 1.599  -0.6561
O 7.785 -7.768 1.099  -0.6040
O 4.966 -3.104 0.797  -0.3825
H 7.510 -3.245 1.447  0.4728
H 5.190 -7.669 0.414  0.4585
H 8.659 -7.407 1.365  0.3804
H 4.033 -3.308 0.576  0.2742

Forces on atoms 1 to 2 (eV/Å):
0.0 -0.1 0.0
0.1 0.0 0.0



Repeat the first record exactly.
DFT (ωB97M-V with the def2-TZVPD basis set) results for a molecular structure, C19H31Cl2N7O4SY in a non-equilibrium geometry.

Output
total charge	+1
multiplicity	1
gap between HOMO and LUMO	7.71	eV
relative energy (zero: lowest compared OMol25 entry of this formula, charge and spin)	3.8	kcal/mol
maximum force	3.31	eV/A
total energy	-2783.437767	a.u.

Each line ends with the Mulliken charge.
Cartesian coordinates (Å):
Y -1.118 -2.073 0.641  0.3283
C -0.267 1.719 3.748  -1.9551
C -0.553 0.756 2.599  1.0738
N -0.091 -0.411 2.388  0.6361
C 1.047 -0.954 3.220  -0.6772
C 1.223 -2.448 3.048  -1.6053
N 1.003 -3.007 1.694  0.0122
C 2.157 -2.930 0.795  -0.8628
C 2.226 -1.659 -0.099  -0.7420
N 0.934 -1.359 -0.782  0.3788
C 0.746 -1.974 -2.150  -0.7513
C -0.737 -1.737 -2.666  -0.7839
N -1.445 -1.018 -1.663  0.1500
C -2.011 0.112 -1.837  0.6664
C -2.216 0.839 -3.146  -1.9954
C -2.345 0.889 -0.584  0.4175
C -3.118 2.036 -0.529  -0.7671
C -3.100 2.800 0.620  -1.0388
C -2.187 2.479 1.651  -1.0803
C -1.489 1.301 1.555  -0.1212
N -1.617 0.502 0.493  1.2253
H -0.863 1.348 4.585  0.3492
H -0.507 2.766 3.530  0.5391
H 0.775 1.607 4.003  0.4513
H 0.872 -0.702 4.269  0.6505
H 1.961 -0.473 2.891  0.4425
H 0.590 -2.936 3.789  0.5157
H 2.223 -2.667 3.431  0.3704
H 0.769 -3.987 1.837  0.3239
H 2.061 -3.761 0.061  0.3692
H 3.106 -3.056 1.301  0.5111
H 3.045 -1.778 -0.805  0.5084
H 2.488 -0.741 0.472  0.1968
H 0.881 -0.358 -0.885  -0.1017
H 0.952 -3.063 -2.093  0.3392
H 1.424 -1.517 -2.862  0.5859
H -1.201 -2.694 -2.857  0.2782
H -0.696 -1.142 -3.570  0.4082
H -2.020 0.133 -3.946  0.5077
H -1.488 1.635 -3.215  0.3051
H -3.220 1.218 -3.304  0.4744
H -3.702 2.337 -1.373  0.4271
H -3.600 3.747 0.601  0.4351
H -2.139 3.112 2.504  0.4858
Cl -1.998 -3.059 3.032  -0.2373
C -3.249 -1.971 2.013  -0.5432
H -3.515 -1.194 2.752  0.2931
H -4.196 -2.671 2.028  0.3317
O -1.695 -4.992 -2.171  -0.6331
Cl -1.712 -4.751 -0.785  1.8937
O -0.419 -4.161 -0.358  -0.7162
O -2.001 -5.870 -0.013  -0.5989
O -2.608 -3.617 -0.537  -0.7296
S 1.149 2.148 -0.301  -0.1183
C 2.058 3.218 -1.238  -0.2298
N 1.934 3.446 -2.547  -0.0412
C 2.879 4.406 -3.076  -0.4313
C 3.470 4.945 -1.814  -0.4801
N 3.073 4.038 -0.759  -0.1642
H 1.275 2.884 -3.057  0.1474
H 2.392 5.200 -3.660  0.3021
H 3.656 3.934 -3.661  0.2737
H 3.106 5.987 -1.585  0.2676
H 4.577 4.988 -1.863  0.2766
H 3.071 4.200 0.239  0.2567

Forces on atoms 1 to 2 (eV/Å):
-0.3 0.7 0.1
0.1 -1.1 -0.5